Here is a molecular structure, C20H43GaO2P3 in a non-equilibrium geometry from OMol25. Energies are from ωB97M-V/def2-TZVPD.

Properties
**DFT total energy**: -3886.095037 Eh
**LUMO level**: -9.0 eV
**Total charge**: +3
**Max |F|**: 0.09044 Eh/bohr
**ΔE to the lowest compared entry with this formula, charge and spin**: 0.0000 eV

Structure (XYZ):
```
69
C20H43GaO2P3, DFT ωB97M-V/def2-TZVPD
Ga 0.5977 -0.0645 -0.7450
P 2.0856 -0.7960 1.3477
P 0.8157 2.2246 -0.3371
P -1.3933 -1.1553 -0.0033
H 2.1879 -0.4606 -1.4882
C 1.4497 -0.8321 -2.3164
C 0.5172 0.1329 -3.0805
H -0.3540 0.5717 -2.5219
C 3.6794 -1.5852 0.9077
C 2.6828 0.4635 2.5441
C 1.4623 -2.0336 2.5459
C 0.1423 3.2864 -1.6494
C -0.0754 2.7279 1.1710
C 2.5401 2.7783 -0.1190
C -2.7986 -1.0447 -1.1562
C -2.0502 -0.5480 1.5827
C -1.1188 -2.9482 0.2025
H 2.2855 -0.9710 -3.0223
H 1.0865 1.0045 -3.4372
H 4.1662 -1.9156 1.8367
H 4.3246 -0.8616 0.3935
H 3.5145 -2.4529 0.2559
H 3.4421 0.0029 3.1937
H 1.8426 0.8026 3.1672
H 3.1324 1.3164 2.0239
H 1.1438 -2.9642 2.0593
H 0.6380 -1.6102 3.1364
H 2.3064 -2.2575 3.2163
H 0.8662 4.0871 -1.8553
H -0.8056 3.7178 -1.2997
H -0.0376 2.7237 -2.5735
H 0.4747 3.5582 1.6394
H -0.1605 1.9039 1.8949
H -1.0843 3.0701 0.8939
H 2.6516 3.2692 0.8603
H 2.7936 3.4990 -0.9152
H 3.2376 1.9274 -0.1813
H -3.3255 -0.0894 -1.0224
H -3.5049 -1.8699 -0.9686
H -2.4536 -1.1104 -2.1959
H -2.7260 0.2950 1.3876
H -1.2465 -0.1978 2.2492
H -2.6069 -1.3379 2.1086
H -1.8679 -3.3760 0.8855
H -0.1202 -3.1522 0.6056
H -1.2017 -3.4410 -0.7761
C -0.1394 -0.4936 -4.3887
C -0.8032 0.4792 -5.4034
C -2.0792 0.1283 -5.9620
C -2.5603 -1.1450 -5.8008
C -1.8764 -2.0882 -5.0158
C -0.7457 -1.7726 -4.2870
O 0.3800 -0.1284 -5.7779
H -0.3486 1.4366 -5.4574
H 1.1041 -1.8642 -2.1634
H -2.5956 0.9062 -6.5101
H -3.4764 -1.4252 -6.3162
H -2.2495 -3.1075 -4.9567
H -0.2669 -2.5347 -3.6721
C -0.1188 1.0518 6.2296
C -0.8484 0.6617 4.9727
C -2.3316 0.4500 5.1060
O -0.2581 0.5318 3.8926
H -0.2138 0.2519 6.9741
H -0.5573 1.9672 6.6455
H 0.9357 1.2170 5.9992
H -2.7743 0.2614 4.1264
H -2.5199 -0.4078 5.7625
H -2.7919 1.3364 5.5581
```